# 1
Molecular formula: C17H24O5
Method: DFT, ωB97M-V with the def2-TZVPD basis set

## Properties
Energy relative to the best compared isomer or geometry (same formula, charge and spin) (kcal per mole): 2.3
LUMO level (hartree): 0.032
SMILES string: CCOC(=O)C(CCCOc1ccccc1C)C(=O)OCC
Maximum force (eV/Å): 0.613
Frontier orbital gap (Ha): 0.338

Structure (XYZ):
```
46
C17H24O5 (ωB97M-V with the def2-TZVPD basis set)
C 4.8935 0.0381 1.9630
C 5.1306 0.2130 0.4706
O 3.8984 0.4295 -0.2241
C 3.1630 -0.6433 -0.5087
O 3.4959 -1.7775 -0.2992
C 1.8650 -0.2185 -1.1839
C 0.8653 -1.3800 -1.2943
C 0.4559 -1.9574 0.0605
C -0.8254 -2.7840 -0.0736
O -1.9051 -2.0349 -0.5888
C -2.5152 -1.0908 0.1879
C -2.2883 -0.8969 1.5439
C -2.9856 0.0824 2.2333
C -3.9128 0.8716 1.5823
C -4.1431 0.6758 0.2296
C -3.4573 -0.2918 -0.4811
C -3.6918 -0.5105 -1.9440
C 1.2393 0.9455 -0.4289
O 1.1165 1.0089 0.7651
O 0.8206 1.8779 -1.2810
C 0.1435 3.0111 -0.7283
C -1.3238 2.7061 -0.4680
H 5.8463 -0.0288 2.4801
H 4.3266 -0.8715 2.1441
H 4.3310 0.8833 2.3518
H 5.7283 1.1032 0.2653
H 5.6213 -0.6726 0.0536
H 2.1146 0.1397 -2.1880
H -0.0264 -1.0160 -1.8099
H 1.3172 -2.1657 -1.9024
H 1.2495 -2.5937 0.4506
H 0.2914 -1.1444 0.7680
H -1.0896 -3.2448 0.8859
H -0.6782 -3.5809 -0.8087
H -1.5747 -1.5020 2.0800
H -2.7943 0.2223 3.2867
H -4.4544 1.6350 2.1198
H -4.8682 1.2898 -0.2853
H -2.7658 -0.3677 -2.4999
H -4.0193 -1.5335 -2.1218
H -4.4442 0.1762 -2.3229
H 0.2595 3.7992 -1.4749
H 0.6429 3.2997 0.2020
H -1.4196 1.9281 0.2851
H -1.8247 3.6010 -0.1107
H -1.8087 2.3693 -1.3808
```

The Löwdin scheme yields these atomic charges, measured in e: number 1, C, carries -0.06; number 2, C, carries -0.20; number 3, O, carries 0.01; number 4, C, carries -0.45; number 5, O, carries 0.13; number 6, C, carries -0.11; number 7, C, carries -0.11; number 8, C, carries -0.15; number 9, C, carries -0.18; number 10, O, carries -0.06; number 11, C, carries -0.23; number 12, C, carries -0.02; number 13, C, carries -0.09; number 14, C, carries -0.10; number 15, C, carries -0.06; number 16, C, carries -0.22; number 17, C, carries -0.03; number 18, C, carries -0.47; number 19, O, carries 0.13; number 20, O, carries 0.01; number 21, C, carries -0.20; number 22, C, carries -0.05; number 23, H, carries 0.08; number 24, H, carries 0.08; number 25, H, carries 0.08; number 26, H, carries 0.12; number 27, H, carries 0.12; number 28, H, carries 0.16; number 29, H, carries 0.12; number 30, H, carries 0.13; number 31, H, carries 0.12; number 32, H, carries 0.10; number 33, H, carries 0.12; number 34, H, carries 0.13; number 35, H, carries 0.11; number 36, H, carries 0.10; number 37, H, carries 0.10; number 38, H, carries 0.11; number 39, H, carries 0.08; number 40, H, carries 0.09; number 41, H, carries 0.08; number 42, H, carries 0.12; number 43, H, carries 0.12; number 44, H, carries 0.06; number 45, H, carries 0.08; number 46, H, carries 0.08

---

# 2
Molecular formula: CH3IN4
Method: DFT, ωB97M-V with the def2-TZVPD basis set

## Properties
Energy relative to the best compared isomer or geometry (same formula, charge and spin) (kcal per mole): 75.3
LUMO level (spin up / spin down) (hartree): 0.003 / 0.003
Maximum force (eV/Å): 2.301
Frontier orbital gap (spin up / spin down) (Ha): 0.299 / 0.306

Structure (XYZ):
```
9
CH3IN4 (ωB97M-V with the def2-TZVPD basis set)
C -0.6268 -0.3733 -0.4266
N -1.4638 0.6288 0.2972
N -1.0164 1.3818 1.0755
N 0.6392 0.1079 -0.6954
N 1.5289 0.2832 0.2571
I 1.6606 -0.9151 1.8773
H -0.6177 -1.3265 0.1803
H -1.0012 -0.7098 -1.3490
H 0.8972 0.9230 -1.2163
```

The Löwdin scheme yields these atomic charges, measured in e: number 1, C, carries -0.31; number 2, N, carries -0.08; number 3, N, carries 0.12; number 4, N, carries -0.21; number 5, N, carries -0.54; number 6, I, carries 0.70; number 7, H, carries 0.09; number 8, H, carries 0.10; number 9, H, carries 0.13

---

# 3
Molecular formula: C26H34BrCrINOS4
Method: DFT, ωB97M-V with the def2-TZVPD basis set

## Properties
Energy relative to the best compared isomer or geometry (same formula, charge and spin) (kcal per mole): 24.4
LUMO level (spin up / spin down) (hartree): -0.257 / -0.221
2S+1: 4
Maximum force (eV/Å): 1.105
Frontier orbital gap (spin up / spin down) (Ha): 0.255 / 0.285
Total charge: +2

Structure (XYZ):
```
69
C26H34BrCrINOS4 (ωB97M-V with the def2-TZVPD basis set)
Cr 0.3877 -0.3828 -0.1898
C 1.4685 -3.3847 1.0997
C 2.3062 -2.2717 1.6930
S 1.4078 -0.6987 1.9941
C 0.1839 -1.2037 3.2688
C -1.2632 -1.1850 2.8062
S -1.4120 -1.5982 1.0210
C -3.2299 -1.5001 0.8014
C -3.5829 -2.5224 -0.2657
S -2.4005 -2.2815 -1.6492
C -1.4971 -3.8562 -1.8159
C -0.5130 -4.1861 -0.7103
S 0.9123 -3.0242 -0.6177
H 0.5719 -3.5690 1.6931
H 2.0566 -4.3023 1.0697
H 3.1270 -1.9854 1.0341
H 2.7278 -2.5797 2.6510
H 0.3159 -0.4904 4.0843
H 0.4861 -2.1913 3.6171
H -1.7076 -0.1996 2.9419
H -1.8445 -1.9322 3.3491
H -3.4918 -0.4929 0.4850
H -3.7024 -1.7212 1.7557
H -4.5964 -2.3652 -0.6369
H -3.4840 -3.5430 0.1008
H -0.9841 -3.7528 -2.7733
H -2.2292 -4.6599 -1.8961
H -0.0878 -5.1724 -0.9057
H -0.9925 -4.1831 0.2693
C 4.5740 0.9730 -0.9942
C 4.5918 -0.4960 -1.4154
C 3.1381 -0.7011 -1.8108
O 2.3760 0.0491 -0.8454
C 3.1927 1.1288 -0.3503
H 4.6674 1.6112 -1.8724
H 5.3738 1.2191 -0.3020
H 4.8624 -1.1442 -0.5798
H 5.2686 -0.6863 -2.2443
H 2.8134 -1.7429 -1.7828
H 2.9546 -0.2923 -2.8112
H 3.2397 1.0288 0.7415
H 2.7272 2.0850 -0.6108
Br 1.5402 2.0990 -5.0834
C -0.2406 2.5732 -4.6638
C -0.8174 3.7026 -5.2288
C -2.1042 4.0701 -4.8740
C -2.8214 3.3193 -3.9575
C -2.2615 2.1779 -3.4086
C -0.9766 1.8132 -3.7631
I -0.1618 -0.0227 -2.9878
H -0.2570 4.2858 -5.9442
H -2.5475 4.9472 -5.3168
H -3.8183 3.6166 -3.6760
H -2.8203 1.5708 -2.7163
C -0.2933 1.5802 0.2463
C -0.5483 1.9320 1.6401
C -1.8486 1.9460 2.1692
C -2.0846 2.2638 3.4927
C -1.0113 2.5629 4.3356
C 0.2845 2.6155 3.8126
C 0.5054 2.3058 2.4894
C -1.2222 2.7551 5.7241
N -1.3750 2.8354 6.8554
H 0.5266 2.1906 -0.1334
H -1.1827 1.7579 -0.3617
H -2.6865 1.7234 1.5217
H -3.0922 2.2857 3.8851
H 1.0958 2.9200 4.4545
H 1.5064 2.3759 2.0918
```

The Löwdin scheme yields these atomic charges, measured in e: number 1, Cr, carries 0.19; number 2, C, carries -0.45; number 3, C, carries -0.43; number 4, S, carries 0.95; number 5, C, carries -0.39; number 6, C, carries -0.41; number 7, S, carries 0.84; number 8, C, carries -0.43; number 9, C, carries -0.47; number 10, S, carries 0.78; number 11, C, carries -0.49; number 12, C, carries -0.48; number 13, S, carries 0.87; number 14, H, carries 0.07; number 15, H, carries 0.11; number 16, H, carries 0.08; number 17, H, carries 0.11; number 18, H, carries 0.09; number 19, H, carries 0.10; number 20, H, carries 0.05; number 21, H, carries 0.11; number 22, H, carries 0.08; number 23, H, carries 0.10; number 24, H, carries 0.09; number 25, H, carries 0.09; number 26, H, carries 0.08; number 27, H, carries 0.10; number 28, H, carries 0.10; number 29, H, carries 0.06; number 30, C, carries -0.12; number 31, C, carries -0.12; number 32, C, carries -0.22; number 33, O, carries -0.36; number 34, C, carries -0.16; number 35, H, carries 0.13; number 36, H, carries 0.13; number 37, H, carries 0.12; number 38, H, carries 0.13; number 39, H, carries 0.07; number 40, H, carries 0.10; number 41, H, carries 0.11; number 42, H, carries 0.13; number 43, Br, carries 0.75; number 44, C, carries -0.72; number 45, C, carries -0.10; number 46, C, carries -0.04; number 47, C, carries -0.05; number 48, C, carries -0.14; number 49, C, carries -0.60; number 50, I, carries 1.18; number 51, H, carries 0.12; number 52, H, carries 0.12; number 53, H, carries 0.12; number 54, H, carries 0.10; number 55, C, carries -0.17; number 56, C, carries -0.32; number 57, C, carries -0.05; number 58, C, carries -0.01; number 59, C, carries -0.22; number 60, C, carries 0.00; number 61, C, carries -0.06; number 62, C, carries -0.18; number 63, N, carries 0.20; number 64, H, carries 0.07; number 65, H, carries 0.06; number 66, H, carries 0.12; number 67, H, carries 0.13; number 68, H, carries 0.13; number 69, H, carries 0.11

---

# 4
Molecular formula: C2H4N2S
Method: DFT, ωB97M-V with the def2-TZVPD basis set

## Properties
Energy relative to the best compared isomer or geometry (same formula, charge and spin) (kcal per mole): 29.9
LUMO level (hartree): -0.041
SMILES string: N#CC=S.N
Maximum force (eV/Å): 2.433
Frontier orbital gap (Ha): 0.308

Structure (XYZ):
```
9
C2H4N2S (ωB97M-V with the def2-TZVPD basis set)
N 2.8947 0.0933 -0.6678
C 2.1963 0.1581 0.2401
C 1.0922 0.2250 1.1499
S -0.1427 1.2532 0.8742
H 1.1113 -0.5526 1.8787
N -1.6460 -0.3140 -0.6945
H -1.1239 -0.7226 -1.4190
H -1.8903 0.6512 -0.9613
H -2.4916 -0.7914 -0.4004
```

The Löwdin scheme yields these atomic charges, measured in e: number 1, N, carries 0.15; number 2, C, carries -0.33; number 3, C, carries -0.64; number 4, S, carries 0.78; number 5, H, carries 0.04; number 6, N, carries -0.04; number 7, H, carries 0.01; number 8, H, carries 0.01; number 9, H, carries 0.03